(1)
C4H12 | ωB97M-V/def2-TZVPD

XYZ file:
```
16
Properties=species:S:1:pos:R:3:forces:R:3
C 1.0711 1.8797 0.6361 1.47 -0.77 2.09
C -0.2200 -2.1408 -1.7508 -0.51 -3.75 2.96
C -0.6758 -1.3507 -0.5056 -1.56 1.90 -2.49
C -0.1363 1.6615 1.5766 -1.15 1.15 1.55
H -1.1123 1.5780 0.9849 1.39 -0.51 0.81
H -1.6638 -1.7301 -0.1189 1.04 0.45 -0.45
H -0.2395 -3.2264 -1.2545 0.56 1.62 -2.19
H 1.0941 2.7605 -0.0386 -0.35 -0.85 0.27
H -0.8798 -2.0773 -2.6089 -0.66 -0.09 0.34
H 0.7217 -1.8763 -2.1635 1.17 0.13 0.24
H 0.1621 0.6842 2.1841 -1.29 2.15 -1.04
H 1.1228 0.8600 0.1769 0.46 1.28 -0.51
H -0.0087 -1.1566 0.3287 0.35 -0.36 -0.29
H -0.4213 2.5912 2.3247 1.18 -2.38 -1.61
H 2.0200 1.9518 1.3393 -1.69 -0.04 -1.55
H -0.8345 -0.4089 -1.1105 -0.41 0.08 1.88
```
Positions in Å, forces in eV/Å.

Highest occupied orbital energy = -0.39336 Ha
E_tot = -4340.875 eV
Kohn-Sham gap = 11.7769 eV
Energy relative to the best compared isomer or geometry (same formula, charge and spin) = 1.653 eV
LUMO = 0.039 Ha
SMILES = CC.CC

---

(2)
C4H12 | ωB97M-V/def2-TZVPD

XYZ file:
```
16
Properties=species:S:1:pos:R:3:forces:R:3
C -2.2581 -0.9004 1.6255 -0.55 -1.92 -0.96
C 1.0557 0.5747 -1.5442 1.35 -1.39 -3.74
C 2.0429 1.5113 -1.0328 3.36 1.30 1.40
C -0.9076 -1.2038 0.9742 1.94 2.40 0.50
H -0.5283 -2.1596 1.2984 0.33 -0.25 0.10
H 0.2280 0.3480 -0.9609 -0.97 -0.59 1.53
H -2.2381 -0.9236 2.7056 0.51 0.43 0.34
H -2.5867 0.0743 1.2622 -0.65 -0.34 0.13
H 2.8426 1.8810 -1.7186 -0.90 -0.59 -0.38
H -2.9532 -1.8063 1.4368 0.57 1.83 -0.31
H 1.6396 -0.3238 -1.9115 -1.15 0.43 0.63
H 0.6023 0.9672 -2.4705 0.18 0.05 0.14
H -0.8306 -1.1551 -0.1335 -0.74 -0.26 0.71
H -0.1296 -0.3434 1.2868 -1.49 -2.02 -0.41
H 1.6134 2.4269 -0.7024 -0.48 0.76 0.70
H 2.7433 1.1240 -0.2284 -1.31 0.16 -0.38
```
Positions in Å, forces in eV/Å.

Highest occupied orbital energy = -0.41253 Ha
E_tot = -4341.654 eV
Kohn-Sham gap = 12.3357 eV
Energy relative to the best compared isomer or geometry (same formula, charge and spin) = 0.875 eV
LUMO = 0.041 Ha
SMILES = CC.CC

---

(3)
C4H12 | ωB97M-V/def2-TZVPD

XYZ file:
```
16
Properties=species:S:1:pos:R:3:forces:R:3
C 0.1433 -0.8791 -2.3188 -0.43 2.41 1.27
C 0.1009 -0.0981 2.8247 -0.89 0.73 -1.13
C -0.7856 0.3015 1.6024 1.66 1.63 1.42
C 0.4780 0.6028 -2.0843 0.10 0.62 0.64
H -1.0227 1.4221 1.5958 0.12 -1.78 -0.08
H 1.1070 0.9424 -1.2469 0.50 -1.25 -0.04
H -0.5226 1.1634 -1.7670 0.75 -0.58 -1.42
H -0.0533 -1.5544 -1.4534 -0.46 0.39 -0.30
H 1.0995 0.3896 2.7423 -0.76 0.15 0.65
H 1.0901 -1.3224 -2.5278 1.67 -0.65 -0.72
H -1.5982 -0.3633 1.4445 -1.35 -0.48 -0.04
H -0.5164 0.2399 3.7459 1.18 -0.21 -0.98
H -0.5819 -0.9007 -3.1025 -0.41 -0.66 -0.32
H -0.2677 0.0721 0.6140 0.35 0.28 0.08
H 0.2926 -1.1645 2.8959 -0.30 -0.11 -0.03
H 1.0371 1.1485 -2.9645 -1.74 -0.50 1.01
```
Positions in Å, forces in eV/Å.

Highest occupied orbital energy (alpha / beta) = -0.61813 / -0.55853 Ha
Spin multiplicity = 2
E_tot = -4329.881 eV
Kohn-Sham gap (alpha / beta) = 13.8678 / 3.5792 eV
Energy relative to the best compared isomer or geometry (same formula, charge and spin) = 1.351 eV
LUMO (alpha / beta) = -0.108 / -0.427 Ha
Charge = +1

---

(4)
C4H12 | ωB97M-V/def2-TZVPD

XYZ file:
```
16
Properties=species:S:1:pos:R:3:forces:R:3
C 0.1872 0.5323 -1.7620 0.68 -0.59 0.44
C -1.0731 -1.6783 1.2425 1.82 1.06 1.50
C -0.1428 -0.5476 1.8020 -1.02 0.62 -0.36
C 1.0306 1.6384 -1.2938 0.53 -0.75 0.27
H 1.0083 2.7271 -1.5896 -0.14 0.28 -0.01
H -1.0034 -1.6916 0.1592 -0.65 -0.14 -0.13
H -0.1855 -0.4305 2.8877 0.47 -0.85 0.02
H -0.2227 -0.1174 -0.9700 0.00 0.26 0.08
H 1.0332 1.7141 -0.1942 -0.52 0.30 -0.03
H 0.5795 -0.0937 -2.5563 -0.11 0.34 -0.36
H -0.5106 0.4670 1.5767 0.07 -0.11 -0.72
H 0.8687 -0.6809 1.4093 0.05 0.15 0.42
H -2.0457 -1.5776 1.7115 -0.30 -0.19 -0.60
H -0.5714 -2.5650 1.6182 -0.42 -0.52 -0.20
H 2.0519 1.6215 -1.7928 -0.41 -0.17 -0.26
H -0.7895 1.0205 -2.0762 -0.06 0.32 -0.05
```
Positions in Å, forces in eV/Å.

Highest occupied orbital energy (alpha / beta) = -0.55560 / -0.55457 Ha
Spin multiplicity = 2
E_tot = -4330.633 eV
Kohn-Sham gap (alpha / beta) = 11.6364 / 4.0427 eV
Energy relative to the best compared isomer or geometry (same formula, charge and spin) = 0.599 eV
LUMO (alpha / beta) = -0.128 / -0.406 Ha
Charge = +1

---

(5)
C4H12 | ωB97M-V/def2-TZVPD

XYZ file:
```
16
Properties=species:S:1:pos:R:3:forces:R:3
C 1.2728 -0.7674 -0.9554 1.77 0.07 -0.33
C 2.2509 0.3966 -0.9251 -0.76 -0.43 -0.26
C -2.4595 0.3734 0.7525 1.10 -0.30 -0.15
C -1.0697 -0.0236 1.2043 -1.64 1.62 1.02
H -0.4833 -0.4067 0.2810 0.39 -0.46 -0.56
H -3.2055 -0.4073 0.6682 -0.03 -0.02 0.07
H -0.5188 0.9086 1.3964 0.55 -0.34 -0.12
H 1.5607 -1.5354 -0.2634 -0.31 -0.31 0.57
H 3.2241 -0.0948 -0.7930 0.15 0.24 -0.42
H 2.1862 1.0650 -0.0863 -0.16 0.35 0.60
H -2.6967 1.0609 1.5969 -0.32 -0.06 0.08
H -1.0497 -0.6710 2.0709 0.36 -0.54 -0.25
H -2.3998 1.0137 -0.1183 -0.32 0.09 -0.24
H 0.2316 -0.3507 -0.7966 -0.50 0.09 -0.13
H 1.2880 -1.2224 -1.9547 -0.82 -0.01 0.07
H 2.0948 0.9788 -1.8322 0.53 0.02 0.05
```
Positions in Å, forces in eV/Å.

Highest occupied orbital energy (alpha / beta) = -0.61147 / -0.60392 Ha
Spin multiplicity = 2
E_tot = -4331.102 eV
Kohn-Sham gap (alpha / beta) = 13.6665 / 6.0101 eV
Energy relative to the best compared isomer or geometry (same formula, charge and spin) = 0.130 eV
LUMO (alpha / beta) = -0.109 / -0.383 Ha
Charge = +1

---

(6)
C4H12B4ClNO10P2 | ωB97M-V/def2-TZVPD

XYZ file:
```
34
Properties=species:S:1:pos:R:3:forces:R:3
Cl 3.7507 -5.4208 3.3530 -0.32 0.28 -1.80
P -0.8880 -1.1757 0.8267 -2.97 0.40 -0.28
P 2.8965 -5.5618 1.3972 0.92 -2.23 -0.56
O 2.7963 -3.2417 -0.3692 -1.26 1.40 3.85
O -5.6098 5.6346 0.1204 1.77 -1.67 -1.25
O -4.4742 3.6461 0.0775 -0.49 1.16 -0.20
O 5.2092 -1.0747 -1.4656 -2.40 -1.63 2.51
O 4.2044 -5.9863 0.2751 -2.11 0.59 0.53
O 5.2444 -0.9128 1.1649 -1.67 1.52 -2.24
O -4.1774 5.1244 -1.5966 -0.75 0.21 0.80
O 1.4009 -2.9421 1.7562 0.86 0.38 -3.89
O -1.0637 -0.8766 -0.9128 2.64 -1.09 1.47
O 1.9542 -0.8743 0.2864 -0.14 -5.15 0.97
N -1.1604 0.4208 1.5725 2.19 -0.98 0.24
C -4.8270 4.8708 -0.4178 -1.56 1.52 1.17
C -3.7989 2.9757 -0.9751 0.92 -1.22 0.04
C -3.1939 4.1165 -1.7354 0.43 -0.09 -0.70
C -2.7822 1.9940 -0.4294 -0.21 0.10 0.19
B 3.0329 -1.8132 -0.0809 -1.93 -0.11 -0.20
B 0.9549 -1.7462 0.9973 2.75 1.00 0.04
B 2.2905 -3.8039 0.9330 0.35 3.58 -0.82
B 4.5755 -1.2235 -0.1144 2.96 1.09 -1.04
H -2.3682 1.3748 -1.2304 -0.08 0.04 0.14
H -2.2603 4.4894 -1.2985 -0.04 -0.24 0.05
H -3.0283 3.8810 -2.7889 -0.11 0.17 0.09
H -4.5522 2.4459 -1.5695 0.04 0.12 -0.07
H -1.7270 0.3690 2.4525 0.85 -0.12 -1.28
H -0.2515 -1.3100 -1.3385 -1.65 1.13 0.60
H 4.8829 -0.0589 1.5795 0.69 -2.01 -0.87
H 3.8222 -6.5064 -0.5026 0.46 0.92 1.81
H -0.2669 0.9577 1.7204 -1.48 -0.50 -0.04
H -1.9557 2.5117 0.0692 -0.18 -0.01 -0.12
H -3.2417 1.3420 0.3207 0.06 0.08 -0.32
H 4.6118 -1.6254 -2.0769 1.45 1.35 1.16
```
Positions in Å, forces in eV/Å.

Highest occupied orbital energy = -0.33173 Ha
E_tot = -60120.313 eV
Kohn-Sham gap = 7.8499 eV
Energy relative to the best compared isomer or geometry (same formula, charge and spin) = 4.084 eV
LUMO = -0.043 Ha
SMILES = NP(O)B1OB(B(O)O)OB(P(O)Cl)O1.C[C@@H]1COC(=O)O1

---

(7)
C4H12BN | ωB97M-V/def2-TZVPD

XYZ file:
```
18
Properties=species:S:1:pos:R:3:forces:R:3
N 0.1034 -0.2941 0.4661 -1.96 0.93 -0.23
C 2.1064 0.4003 -0.7339 -0.16 -1.11 2.17
C -2.3370 0.3629 -0.2652 0.76 -0.02 -2.62
C -1.0320 -0.5086 -0.5468 -1.21 -0.49 2.96
C 1.4164 -0.7480 0.0747 -1.26 1.17 -4.74
B 0.0038 0.4318 1.6776 -2.77 -1.73 -1.00
H 1.5100 0.8963 -1.4420 -1.03 0.10 -1.17
H -3.0944 -0.1240 -0.9633 0.67 0.93 0.85
H -1.4394 -1.5414 -0.3716 0.70 0.56 -0.24
H -0.7251 -0.4919 -1.5861 0.42 0.50 0.00
H -2.2502 1.4686 -0.5023 0.10 -1.33 0.08
H -1.1202 0.5476 2.2356 1.29 0.48 -0.70
H 1.0107 0.5981 2.1584 1.42 0.52 1.16
H -2.7059 0.2939 0.7300 -0.06 -0.35 0.77
H 2.2835 1.1124 0.0172 0.64 1.40 0.90
H 1.9544 -0.9891 0.9370 1.03 -0.91 0.85
H 1.2846 -1.4966 -0.7617 0.25 -0.31 1.68
H 3.0311 0.0817 -1.1238 1.14 -0.34 -0.72
```
Positions in Å, forces in eV/Å.

Highest occupied orbital energy = -0.33689 Ha
E_tot = -6508.347 eV
Kohn-Sham gap = 10.1283 eV
Energy relative to the best compared isomer or geometry (same formula, charge and spin) = 1.609 eV
LUMO = 0.035 Ha
SMILES = BN(CC)CC

---

(8)
C4H12BN | ωB97M-V/def2-TZVPD

XYZ file:
```
18
Properties=species:S:1:pos:R:3:forces:R:3
N -1.5156 0.7944 -0.5968 2.70 -4.06 0.89
C 1.8522 1.4663 -0.1858 -0.92 -1.26 -0.78
C 1.3047 0.0901 0.4245 -2.23 2.34 1.02
C -0.3184 -1.9098 0.2242 1.34 0.61 2.87
C 0.2518 -0.6722 -0.3602 -1.47 2.16 -0.25
B -2.7035 0.3903 -0.0969 -1.14 1.81 0.94
H 0.6784 -2.4082 0.6285 -2.26 0.33 -0.60
H -1.0955 -1.7923 1.0621 1.53 0.27 -0.82
H 2.4605 1.3290 -1.1150 -0.24 -0.49 0.82
H -1.1944 1.6034 -1.0402 0.20 1.17 -0.55
H -0.8380 -2.4780 -0.4757 -0.41 -1.22 -1.39
H 0.9587 0.1892 1.5593 0.36 0.24 -2.42
H -2.9733 -0.6268 0.5187 0.33 0.16 -0.52
H -3.5229 1.3617 -0.0410 0.29 -1.16 -0.25
H 2.1794 -0.4567 0.5490 1.56 -1.72 -0.12
H 2.5245 1.8089 0.5979 -0.26 0.86 -0.23
H 1.0544 2.1482 -0.5822 0.62 -0.32 1.27
H 0.4315 -0.7606 -1.4306 0.00 0.28 0.12
```
Positions in Å, forces in eV/Å.

Highest occupied orbital energy (alpha / beta) = -0.31912 / -0.31910 Ha
E_tot = -6505.952 eV
Kohn-Sham gap (alpha / beta) = 8.9144 / 8.9133 eV
Energy relative to the best compared isomer or geometry (same formula, charge and spin) = 4.003 eV
LUMO (alpha / beta) = 0.008 / 0.008 Ha